Computed, not measured: 9 unconnected molecules or ions with the total composition C21H59N5O24P4 at a distorted geometry, with ωB97M-V/def2-TZVPD.

Each line ends with the Mulliken charge.
Cartesian coordinates (Å):
1 C 3.39981 0.53987 3.20418  0.723
2 H 5.22715 2.58288 0.22509  0.172
3 C 1.97690 0.30074 3.66167  -0.755
4 C 4.84746 -3.76959 -3.37187  -0.726
5 O -0.18190 -3.22736 -3.31803  -0.012
6 H 5.57105 -3.06447 -2.96283  0.359
7 C -4.94220 -2.64828 3.56542  -0.579
8 O -4.98417 4.37847 -1.08009  -0.770
9 C 5.58194 4.67505 0.58388  0.739
10 H -1.62853 5.65897 0.98127  0.257
11 O -1.89065 -4.70462 -0.59977  -0.587
12 O 6.19390 -3.67430 -0.52135  -0.726
13 C 4.80021 3.56107 0.00380  -0.779
14 O -5.72894 -1.80884 2.76713  -0.391
15 O 6.80511 4.49946 0.81281  -0.685
16 O -0.64471 3.18700 2.67988  -0.459
17 H 1.63508 1.53073 0.45056  0.233
18 H -6.71981 2.53903 2.39601  0.255
19 P 4.69540 -3.83627 -0.79831  0.623
20 H 6.12189 0.92560 2.85816  0.278
21 H 0.06303 2.05494 -0.47774  0.340
22 H 1.13962 -4.29735 -2.07302  0.339
23 H -7.09379 -1.19732 -0.84321  0.354
24 C -2.67851 -2.71509 -1.61600  0.066
25 O 4.22960 -4.40119 -2.26481  -0.273
26 N -2.87480 -4.04152 -0.98222  1.113
27 H -1.83327 -0.17928 1.42116  -0.100
28 H 1.86772 -3.71904 -3.45924  0.285
29 H -6.78614 2.61278 0.63979  0.278
30 H 5.39525 -1.06966 -0.32655  0.434
31 C 4.39398 -1.33869 0.00988  -0.777
32 H 5.32567 -4.47372 -4.05276  0.294
33 O -2.85276 4.08189 0.36388  0.047
34 O -4.17373 2.00350 -0.24015  0.008
35 H -1.55694 -0.85204 -4.65474  0.292
36 H 1.30919 0.19682 2.80640  -0.165
37 O 0.43512 -4.28574 -5.66640  -0.778
38 O 3.89697 -2.43480 -0.73460  0.205
39 H 4.12487 -3.19345 -3.94983  0.224
40 H 0.03242 1.40980 1.18992  0.122
41 P -5.02813 -0.56797 1.94801  0.712
42 H -1.53296 -2.23746 -7.13228  0.374
43 O -3.67654 -1.18956 1.28890  0.261
44 H -3.67420 -2.30051 -1.77356  0.095
45 P -0.29308 -3.22881 -4.96732  1.047
46 O -4.73441 0.59281 2.83591  -0.665
47 O -0.02790 -0.03058 -1.51684  -0.451
48 O -1.84220 -3.26008 -5.33734  -0.334
49 C -0.57834 -0.55840 -5.03451  -0.605
50 H 3.32317 -6.78410 0.01181  0.295
51 H -2.58603 -0.75525 2.90098  0.533
52 C 4.19277 -6.19672 0.30658  -0.794
53 C 0.57149 1.41405 0.24256  -0.695
54 O 3.91303 -4.80857 0.21994  -0.256
55 H 6.16774 -0.79514 2.80140  0.280
56 H 4.35059 -6.44807 1.35540  0.273
57 N -1.24812 3.17354 3.75058  0.882
58 O -4.05983 -4.32443 -0.79863  -0.600
59 C -2.40184 -1.00169 1.85530  -0.710
60 N 4.89081 5.79391 0.84657  -0.185
61 C -2.70021 3.45307 3.79077  -0.568
62 O 0.24769 -1.76605 -5.27458  -0.384
63 H -2.62441 0.76338 -0.59293  -0.038
64 H 1.81107 -0.61420 4.23041  0.419
65 C -6.49723 3.16661 1.53305  -0.744
66 H -3.25784 6.11719 0.73834  0.355
67 C 5.82269 0.03735 3.41458  -0.859
68 H -0.07317 0.15620 -4.38469  0.164
69 H -2.27973 -2.84626 -2.62192  -0.075
70 H 4.41619 -1.42285 1.09639  0.258
71 H -2.18266 5.72298 -0.66654  0.261
72 H 1.55491 1.11270 4.25390  0.312
73 H 1.36574 -2.50744 -2.28238  0.337
74 H 4.20303 -0.60169 4.60917  0.253
75 H -4.81646 -3.58830 3.02816  0.265
76 H -5.41042 -2.94165 4.50499  0.279
77 H 3.76341 3.63251 0.33250  0.163
78 H -2.97803 4.50361 3.70542  0.279
79 H 5.04276 7.42737 2.17536  0.287
80 O -5.14432 3.62370 1.44904  -0.214
81 H -3.71496 0.85014 -1.86429  0.253
82 H -0.75876 -0.10336 -6.00841  0.357
83 O 1.14532 -0.82877 0.10656  -0.510
84 H -1.74244 -1.86914 1.82680  0.300
85 C -6.08235 -1.10436 -0.44767  -0.616
86 H -2.61348 2.24003 -1.59788  0.399
87 C -2.27195 -2.89532 -6.67491  -0.728
88 N 4.37796 -0.09588 3.75263  -0.190
89 H 3.80048 -0.45246 -0.21468  0.223
90 H -2.41297 -3.82614 -7.22425  0.261
91 H 6.35726 -0.02234 4.36262  0.338
92 C -2.48866 5.45303 0.34420  -0.853
93 H -5.74901 -2.12609 -0.26588  0.324
94 H 5.06450 -6.57547 -0.22704  0.339
95 N 0.52309 0.08977 -0.49290  0.981
96 C -3.24328 1.49037 -1.11883  -0.395
97 C 5.53280 7.07040 1.26954  -0.843
98 O -0.69524 2.84054 4.82400  -0.541
99 H 6.60602 6.97149 1.43243  0.317
100 H -7.23658 3.96156 1.63057  0.343
101 H 3.89810 5.70011 0.68585  0.176
102 H 5.44024 7.86037 0.52423  0.301
103 C 1.08193 -3.44824 -2.75404  -0.932
104 H -4.12776 -2.06526 3.99539  0.236
105 H -3.29602 -2.52696 -6.61403  0.240
106 P -4.36442 3.61969 0.03897  0.467
107 O -5.96074 -0.23078 0.64727  -0.201
108 H -3.11307 3.11308 4.74054  0.311
109 H -2.07266 -2.02734 -1.02605  -0.008
110 H -3.10055 2.84437 2.98003  0.070
111 H 4.70293 3.73504 -1.06782  0.361
112 H -5.57330 -0.63115 -1.28734  0.129
113 O 3.60010 1.26791 2.25449  -0.597

Cartesian forces, eV/Å:
-2.40 1.01 -1.56
-0.09 0.28 -0.03
-0.67 -0.46 0.48
0.43 0.98 -0.32
-2.06 -0.69 -2.60
0.36 0.00 -0.51
0.19 -0.36 1.14
0.54 -0.83 1.38
3.30 -1.19 0.82
0.12 -0.72 0.14
-2.06 1.26 -0.97
-3.60 -0.60 -0.94
-1.16 -0.09 -0.49
-0.62 1.93 -1.99
-2.16 1.03 -0.41
-0.96 0.28 0.81
-0.11 0.57 -0.10
1.00 -0.18 0.04
2.06 0.38 0.33
-0.65 0.23 0.34
0.52 0.62 0.38
-0.76 0.23 0.33
-0.42 0.29 0.77
-0.48 0.55 -1.07
0.17 -0.13 1.95
0.43 -0.38 1.40
-0.36 0.20 -0.32
-0.24 0.26 -0.56
0.18 -0.12 0.01
0.19 -0.32 0.07
0.74 1.47 -0.09
0.00 -0.20 0.37
-1.10 -0.86 0.60
-1.19 2.58 1.58
0.13 0.08 0.33
0.38 0.12 -0.27
0.32 0.33 0.23
0.07 -1.55 0.15
-0.24 -0.10 0.13
-0.04 -0.45 -0.20
0.34 0.31 0.37
-0.39 0.04 -0.17
-1.42 -0.27 -0.81
0.09 -0.07 0.41
0.79 -0.33 1.13
-0.58 -1.17 -1.18
-1.52 -0.08 -2.68
-0.12 0.73 1.03
0.16 -1.01 -0.61
-0.08 0.28 -0.33
0.58 0.14 0.12
-0.09 -1.09 0.70
-0.32 -0.41 -1.09
0.43 1.11 -1.19
-0.23 -0.21 0.01
0.10 0.25 0.08
2.09 -0.75 1.54
1.26 -0.52 -0.07
0.47 0.57 1.56
0.69 1.11 0.09
-0.77 -0.57 0.02
-0.71 1.25 -0.30
0.37 0.26 0.30
0.37 -0.08 0.20
-1.34 -0.31 -0.43
-0.33 -0.15 -0.38
-0.37 -0.41 0.18
0.08 -0.43 0.07
0.44 -0.21 0.40
-0.24 -0.63 -0.06
-0.36 0.16 -0.02
0.34 0.23 0.01
0.17 -0.27 0.35
-0.05 -0.02 -0.23
1.04 0.23 0.00
-1.03 0.22 -0.20
-0.09 -0.42 0.35
0.61 -0.01 -0.44
0.17 -0.05 0.08
0.80 0.02 -0.65
-0.36 0.42 -0.35
0.21 0.05 0.00
-1.22 1.31 -1.23
-0.56 -0.40 -0.35
-0.09 -0.53 -1.45
-0.06 0.00 -0.03
-0.17 -1.08 0.38
3.12 -1.75 2.12
-0.39 -0.34 -0.05
0.61 0.02 -0.23
0.12 0.19 -0.13
0.38 0.89 -0.10
0.35 0.15 0.10
0.04 0.55 -0.29
2.67 -1.49 5.00
1.07 -1.12 -0.83
-0.73 -0.35 -0.13
-1.16 0.76 -1.88
-0.26 -0.62 0.11
0.53 0.63 -0.22
0.20 0.63 0.14
-0.28 -0.17 -0.26
1.80 0.11 0.36
0.88 -0.56 -0.69
0.34 0.70 0.26
-0.11 -0.73 -1.08
0.75 -0.47 2.88
0.40 -0.16 -0.10
0.18 -0.52 0.05
-0.28 0.32 0.00
0.41 -0.21 -0.23
0.54 -0.28 0.04
-0.02 1.18 -1.35

Values from the calculation:
E in hartree: -4280.522538
Orbital gap in eV: 8.97
SMILES string: COP(=O)(OC)OC.COP(=O)(OC)OC.COP(=O)(OC)OC.COP(=O)(OC)OC.C[N+](=O)[O-].C[N+](=O)[O-].C[N+](=O)[O-].CNC(C)=O.CNC(C)=O
Charge: 0
HOMO level in eV: -9.314